Entry 1:
ORCA calculation (the ωB97M-V functional and the def2-TZVPD basis) on a molecular structure, C23H24BN11O2Ru at a distorted geometry.

Atoms and positions in Å:
H -3.795 -3.241 2.134
H 3.150 -4.367 0.783
H 2.810 -0.084 1.158
N 1.474 0.386 -1.883
N -2.354 1.824 2.950
C 2.155 0.096 -3.016
H 2.966 4.082 -1.441
O -0.963 -1.502 -2.157
H 2.375 -2.199 0.691
C 3.504 3.514 -2.187
C 3.186 1.077 -3.217
C 2.918 2.107 -2.296
N 0.765 0.127 1.295
H -2.274 3.673 0.753
H 4.610 3.456 -1.986
C 0.686 1.355 3.143
H 0.581 -5.091 -2.822
Ru 0.028 -0.611 -0.443
C -1.606 1.754 -1.845
H -3.838 3.009 1.912
C -2.045 2.939 0.007
N -1.378 0.982 -0.742
C -1.937 3.042 -1.397
C -2.071 -2.461 0.958
N -0.097 0.740 2.214
H 2.901 1.413 3.514
C -0.612 -2.777 -2.576
H 2.314 -0.742 -4.895
H 1.603 2.164 -0.680
N -2.332 1.288 4.201
H -3.559 1.340 5.911
N 1.013 -2.397 -0.825
H 2.579 -5.965 -1.144
N -1.525 -1.261 0.807
B -1.592 1.065 1.857
O -1.114 -3.358 -3.492
C 2.483 -4.127 -0.054
H 0.233 1.777 4.012
N -1.727 1.694 0.422
H 0.793 -1.205 -4.082
C -3.096 -2.413 1.944
C 2.132 -4.988 -1.115
N 1.971 1.620 -1.487
H 3.521 3.986 -3.182
C 0.524 -3.235 -1.769
H -1.391 1.367 -2.821
C 1.863 -1.021 -3.912
C 1.073 -4.581 -1.979
H -1.835 -3.331 0.307
H 2.316 -1.966 -3.558
C -3.567 2.521 2.794
H -5.170 2.910 4.361
C -3.128 -1.085 2.375
C 1.996 -2.851 -0.023
C 2.059 1.114 2.911
H -2.066 3.891 -1.974
H -3.691 -0.631 3.145
C 2.001 0.289 1.757
C -3.405 1.685 4.920
H 3.977 1.133 -3.992
C -4.250 2.459 4.030
N -2.142 -0.390 1.727

Force components x, y, z for each atom (eV/Å):
H 0.55 0.69 0.25
H -0.01 -0.34 -0.78
H 0.31 -0.17 0.06
N 0.19 1.27 0.49
N -2.78 1.14 -0.66
C 1.74 1.52 0.57
H 0.11 0.37 0.03
O 0.95 0.42 1.68
H 0.43 1.18 1.22
C 1.10 -1.42 -0.55
C -1.02 0.19 -0.24
C 1.01 -0.47 -0.62
N -1.17 0.71 0.93
H -0.04 0.47 -0.14
H -1.09 -0.05 0.36
C 0.69 -1.13 -0.43
H 0.66 -0.25 0.60
Ru -1.32 -1.11 -3.99
C 0.76 0.53 2.71
H -0.45 0.50 -1.20
C 0.48 -0.22 -0.87
N -0.67 0.34 0.36
C -0.18 -1.97 1.80
C -1.41 -0.55 0.33
N 1.63 1.62 0.08
H -0.01 -0.07 -0.10
C -0.59 1.76 -0.19
H -0.35 -0.59 0.71
H 0.12 -1.00 -1.03
N -0.10 -0.05 1.15
H -0.07 -0.03 0.72
N 0.47 -1.73 -0.66
H 0.02 -0.26 -0.33
N -1.19 0.76 2.15
B 0.33 -1.98 -1.30
O 0.30 0.54 0.89
C 0.33 -0.31 -0.39
H -0.21 0.54 0.18
N 0.56 0.44 -1.67
H 0.30 0.27 0.15
C 0.05 0.01 -0.91
C -1.61 0.63 0.12
N -0.66 0.99 1.10
H -0.61 -0.05 0.40
C 2.12 -3.30 0.55
H -0.03 -0.11 -0.22
C 0.24 -0.85 -1.13
C -0.13 2.77 0.89
H 0.02 0.95 0.64
H -0.07 0.39 -0.26
C 2.85 -1.69 1.03
H -0.26 0.19 -0.44
C 1.74 -0.91 -1.20
C -0.90 -0.65 -0.76
C -2.03 -1.21 -1.24
H -0.48 1.44 -0.95
H -0.61 0.29 0.46
C 1.12 1.40 0.50
C -0.32 1.03 -3.66
H -0.97 -0.23 0.48
C 0.96 -1.15 3.06
N -0.80 -1.48 -0.73

ΔE to the lowest compared entry with this formula, charge and spin ... 22.8 kcal/mol
Expectation value of S² ... 8.808
2S+1 ... 6
Total charge ... +3

Entry 2:
ORCA calculation (the ωB97M-V functional and the def2-TZVPD basis) on C23H19N3O3 in the gas phase at a distorted geometry.

Atoms and positions in Å:
H -3.349 -5.759 0.586
H 0.129 6.112 0.799
C -0.492 3.957 -3.525
H -3.422 -5.788 -1.174
O 1.799 -1.866 -1.516
H -1.498 1.662 -0.518
H -1.902 -2.488 0.912
C -0.713 -5.829 -0.661
C -1.041 2.959 1.134
H -1.009 -6.842 -0.883
N 0.226 -1.880 0.137
H 1.151 2.299 2.342
C -0.292 4.798 -0.826
O -0.884 3.101 -2.481
C 3.400 1.740 -0.121
C -3.131 -5.187 -0.316
H -1.694 0.306 2.972
N -1.473 2.098 2.122
C -0.224 5.130 0.519
H 3.386 0.034 -1.426
H -0.551 4.500 2.541
H 4.295 2.173 -0.541
C 1.615 1.829 1.491
C 1.044 0.669 0.948
C -0.200 0.119 1.406
C 0.973 -4.153 -0.354
C -1.159 0.877 2.218
H 2.004 -3.850 -0.322
C 0.623 -5.462 -0.635
C -0.760 3.542 -1.196
C -0.569 -1.139 1.004
H -1.093 4.873 -3.543
C -1.129 2.629 -0.214
C 2.767 2.356 0.957
C 1.292 -1.283 -0.578
H 3.187 3.257 1.381
C -1.672 -4.867 -0.374
H 1.393 -6.194 -0.826
C -0.605 4.238 1.496
H -0.662 3.399 -4.444
H 0.012 5.522 -1.565
C 2.897 0.563 -0.622
C 1.731 0.008 -0.082
N -1.332 -3.609 -0.122
H 0.568 4.220 -3.453
H -3.716 -4.272 -0.298
O -1.712 -1.660 1.438
C -0.053 -3.241 -0.127

Force components x, y, z for each atom (eV/Å):
H -0.08 -0.04 0.04
H 0.03 0.07 0.02
C 0.06 0.15 -0.16
H -0.08 -0.05 -0.04
O 0.02 0.05 0.06
H -0.03 -0.12 -0.03
H -0.01 0.18 -0.06
C -0.01 0.19 0.01
C 0.11 0.52 -0.82
H -0.05 -0.09 -0.02
N -0.10 -0.11 -0.04
H -0.06 0.06 0.02
C 0.03 0.02 -0.40
O -0.08 -0.13 0.34
C 0.08 -0.07 -0.13
C -0.02 -0.09 0.02
H -0.01 -0.03 0.10
N -0.49 -0.01 0.84
C 0.03 -0.05 0.08
H 0.05 -0.02 -0.06
H -0.06 0.02 0.12
H 0.08 0.01 -0.04
C 0.12 -0.02 0.03
C 0.33 -0.33 -0.25
C -0.26 -0.54 -0.17
C -0.12 -0.02 0.06
C -0.04 -0.31 -0.05
H 0.03 0.04 -0.03
C -0.14 0.16 0.08
C 0.05 -0.04 0.09
C 0.00 0.91 0.54
H 0.04 -0.03 0.01
C -0.07 0.06 0.06
C -0.10 -0.04 0.07
C 0.06 0.01 -0.29
H 0.02 0.08 0.05
C 0.08 -0.35 -0.08
H 0.07 -0.05 -0.01
C 0.03 -0.10 0.05
H 0.03 0.08 0.04
H 0.00 0.04 -0.10
C 0.00 -0.06 -0.03
C 0.12 0.52 0.26
N 0.18 0.35 -0.02
H -0.05 0.00 0.00
H -0.04 0.01 -0.02
O 0.12 -0.09 0.01
C 0.15 -0.76 -0.15

ΔE to the lowest compared entry with this formula, charge and spin ... 37.2 kcal/mol
2S+1 ... 1
Total charge ... 0
SMILES ... COc1cccc(/N=C\c2c(O)n(-c3cccc(C)n3)c(=O)c3ccccc23)c1

Entry 3:
ORCA calculation (the ωB97M-V functional and the def2-TZVPD basis) on a molecular structure, C18H28F6N3O6S3 at a distorted geometry.

Atoms and positions in Å:
H 1.034 1.993 4.525
C 0.680 -3.794 1.774
H -2.349 -2.852 -3.915
O 2.516 5.331 2.780
S -1.885 -4.117 2.521
H 0.693 2.838 3.015
N -3.289 -1.184 0.636
H -3.835 -2.239 -2.144
H -0.593 2.137 3.931
S 4.772 3.437 1.383
S 3.456 5.731 1.770
O 4.501 3.192 -0.006
H -5.106 -3.898 -2.942
C -2.993 -0.802 -3.539
H -0.346 -0.736 -3.091
F 4.630 7.315 3.527
C 0.626 0.698 2.816
H -0.377 -0.390 -0.200
C -0.711 -0.051 2.707
C -0.842 -1.931 1.242
H -4.502 -3.598 -4.551
C 6.556 3.038 1.573
F 6.974 3.236 2.825
H -4.520 -0.652 -2.026
H 0.113 -2.242 -3.927
C 0.081 -1.299 0.181
H -6.245 -3.722 -4.279
F 3.040 8.228 2.386
C 0.484 -2.173 -0.996
O 4.096 2.582 2.321
H 2.414 -0.014 2.757
C -1.958 -1.844 -4.014
H -6.273 -1.595 -3.133
C 4.063 7.377 2.319
F 4.962 7.877 1.467
O -0.578 -1.459 2.524
C -5.310 -3.366 -3.864
H -1.292 0.413 1.915
N 1.775 -4.024 2.098
C -4.155 -1.388 -2.734
H -2.478 -0.061 -2.937
N 4.843 4.962 1.802
H -1.768 -1.684 -5.073
H -1.595 -5.415 2.373
C -5.337 -1.862 -3.610
H 0.984 -1.001 0.697
F 6.758 1.757 1.268
C 0.439 1.980 3.623
C -0.643 -2.565 -1.964
H 0.891 1.020 1.811
H 1.206 -1.596 -1.565
H -3.413 -0.322 -4.415
F 7.312 3.781 0.762
O 2.919 5.975 0.461
H -0.867 -3.920 0.365
H -1.635 -2.465 -1.530
H 1.026 -3.052 -0.671
C -2.260 -1.672 0.888
C -0.615 -1.770 -3.275
H -1.271 0.087 3.625
O 1.649 -0.129 3.320
C -0.648 -3.459 1.316
H -5.293 -1.342 -4.561
H -0.534 -3.613 -2.226

Force components x, y, z for each atom (eV/Å):
H 0.31 -0.14 0.08
C 2.62 -0.28 0.45
H -0.15 -0.24 -0.03
O 0.08 -0.05 0.18
S -0.07 0.16 0.12
H 0.31 0.29 0.06
N 1.73 -1.19 0.41
H 0.25 -0.11 0.30
H -0.27 -0.13 0.03
S 0.01 -0.29 -0.12
S -0.30 0.27 0.02
O 0.07 0.10 -0.13
H -0.09 -0.19 0.24
C 0.04 -0.83 0.21
H 0.17 0.26 -0.06
F 0.01 0.01 0.07
C -0.10 0.31 -0.35
H -0.15 0.20 0.02
C 0.33 0.08 0.57
C 0.30 -0.61 -0.28
H 0.07 -0.21 -0.18
C 0.12 0.34 0.17
F 0.02 -0.02 0.07
H -0.01 0.19 0.14
H 0.52 0.22 -0.03
C 0.15 -0.06 -0.25
H -0.19 -0.15 -0.17
F -0.21 0.07 -0.02
C -0.26 0.07 -0.35
O 0.02 -0.06 0.18
H 0.33 0.10 0.06
C 0.21 0.58 -0.01
H -0.24 0.08 0.11
C 0.41 -0.12 0.08
F 0.03 0.03 -0.05
O -0.27 0.16 -0.07
C 0.23 0.37 -0.07
H -0.20 -0.02 -0.17
N -2.01 0.26 -0.56
C -0.50 0.11 -0.40
H 0.07 0.28 0.02
N -0.52 -0.25 -0.17
H 0.03 -0.04 -0.19
H 0.12 -0.02 -0.18
C 0.41 -0.23 0.29
H 0.18 -0.01 0.28
F -0.05 -0.20 -0.06
C -0.37 0.27 -0.12
C 0.12 0.19 -0.18
H 0.19 -0.11 -0.25
H 0.25 0.10 -0.07
H -0.01 0.40 -0.07
F 0.03 0.02 -0.06
O 0.14 0.01 -0.16
H 0.12 0.00 -0.33
H -0.10 0.09 0.31
H 0.12 -0.17 0.24
C -2.00 1.62 -0.56
C -0.68 -0.75 -0.03
H -0.10 -0.16 0.26
O -0.24 -0.26 0.19
C -0.75 -0.25 0.84
H -0.19 0.19 -0.22
H -0.10 -0.27 -0.03

ΔE to the lowest compared entry with this formula, charge and spin ... 0.0 kcal/mol
2S+1 ... 1
Total charge ... -1

Entry 4:
ORCA calculation (the ωB97M-V functional and the def2-TZVPD basis) on a molecular structure, C3H8N2O2 at a distorted geometry.

Atoms and positions in Å:
C 0.183 0.503 -0.560
H -1.118 1.601 -0.274
O 1.917 0.463 1.096
N -1.222 -0.964 0.960
H -1.590 -1.814 0.900
N -0.170 1.840 -0.068
H 0.759 0.745 -1.808
O 1.878 -1.148 -0.450
C -1.013 -0.614 -0.416
H 0.116 2.288 0.989
H 3.009 -1.240 -0.182
H -0.613 -1.409 -0.664
H -1.934 0.127 -1.027
C 1.430 0.042 0.128
H -1.633 -0.422 1.377

Force components x, y, z for each atom (eV/Å):
C 3.20 0.82 -1.72
H -1.66 2.24 1.11
O 1.52 1.89 2.36
N 11.06 -8.25 -10.38
H -1.99 -4.21 0.70
N 0.55 0.31 1.87
H -2.38 -1.24 3.30
O 4.95 0.44 0.82
C -2.54 11.66 1.52
H -1.27 -2.71 -3.88
H -5.28 0.37 -0.87
H 2.95 -7.63 -4.82
H 2.05 -3.19 1.41
C -1.05 -3.43 -1.97
H -10.11 12.91 10.55

ΔE to the lowest compared entry with this formula, charge and spin ... 170.8 kcal/mol
2S+1 ... 1
Total charge ... 0